1.
ORCA calculation (wB97M-V/def2-TZVPD) on 2 unconnected molecules or ions with the total composition C3H8NO in a non-equilibrium geometry.

Output
Electronic energy   -6768.371 eV
Total charge   +1
LUMO level   -6.5 eV
Energy above the lowest of the compared OMol25 structures with the same formula, charge and spin   2.798 eV

Each line ends with the natural charge from an NBO analysis.
Element x y z (Å)
1 C -1.271 -2.729 0.053  0.194
2 N -0.513 -2.532 1.073  -0.591
3 H -2.220 -2.222 -0.003  0.224
4 H -0.897 -3.050 -0.920  0.247
5 H -0.644 -1.615 1.498  0.472
6 H 0.286 -3.149 1.172  0.452
7 C 1.512 2.655 -0.853  -0.438
8 C 0.421 1.894 -0.711  0.118
9 O 0.126 1.016 0.304  -0.771
10 H 1.404 3.561 -1.421  0.229
11 H 2.242 2.585 -0.052  0.201
12 H -0.432 2.189 -1.326  0.165
13 H -0.015 1.398 1.185  0.497

Force components x, y, z for each atom (eV/Å):
C 0.3507 1.7110 -0.7194
N -0.7629 -0.4490 -1.6188
H -0.1310 0.4126 0.1803
H -0.0647 -1.7113 0.5473
H -0.0155 -0.6098 1.2958
H 0.7055 0.8005 0.1950
C -1.1518 -0.7856 1.9216
C -0.2257 2.4417 -0.3219
O -0.0028 -1.4354 0.3677
H 0.4687 -0.1999 -0.6789
H 0.4798 0.0652 -0.4075
H -0.0510 -0.7482 -0.0483
H 0.4006 0.5083 -0.7130

---

2.
ORCA calculation (wB97M-V/def2-TZVPD) on 2 unconnected molecules or ions with the total composition C8H14N2 in a non-equilibrium geometry.

Output
Electronic energy   -11497.275 eV
LUMO level   0.7 eV
Structure (SMILES)   CCCC#N.CCCC#N
Energy above the lowest of the compared OMol25 structures with the same formula, charge and spin   6.206 eV

Each line ends with the natural charge from an NBO analysis.
Element x y z (Å)
1 C -24.988 -11.619 -19.939  -0.568
2 C -25.267 -11.235 -18.492  -0.409
3 C -24.195 -10.297 -17.840  -0.512
4 C -24.293 -8.910 -18.358  0.283
5 N -24.414 -7.805 -18.761  -0.336
6 H -24.639 -10.754 -20.502  0.192
7 H -25.766 -12.140 -20.498  0.221
8 H -24.125 -12.283 -19.890  0.187
9 H -25.411 -12.071 -17.807  0.228
10 H -26.233 -10.741 -18.596  0.235
11 H -23.175 -10.657 -17.977  0.248
12 H -24.328 -10.165 -16.766  0.258
13 C -26.298 -9.920 -20.337  -0.596
14 C -26.842 -9.304 -21.653  -0.393
15 C -28.261 -8.644 -21.519  -0.516
16 C -28.900 -8.968 -20.247  0.303
17 N -29.358 -9.218 -19.181  -0.355
18 H -26.329 -9.407 -19.376  0.222
19 H -25.221 -10.064 -20.414  0.189
20 H -26.777 -10.882 -20.155  0.196
21 H -26.974 -10.120 -22.363  0.200
22 H -26.131 -8.732 -22.249  0.221
23 H -28.942 -8.900 -22.330  0.247
24 H -28.178 -7.569 -21.360  0.255

Force components x, y, z for each atom (eV/Å):
C 5.2333 -4.7818 1.1399
C -0.3797 0.3418 0.5657
C -0.6440 0.5042 -0.5515
C -0.0295 3.3270 -1.2862
N 0.5227 -3.6632 1.3879
H 3.1288 -4.5820 -0.0460
H 0.4605 0.0279 0.2545
H 0.2619 -0.8641 -0.0082
H 0.2232 -0.3031 -0.3569
H 0.4621 -0.3583 1.7629
H -0.0250 -0.0828 -0.1884
H -0.2333 -0.4073 0.0754
C -2.6750 4.2174 -1.6945
C -0.8457 -0.6113 0.3365
C 0.6335 0.3526 0.7326
C -1.7571 -1.6736 3.9964
N 1.5667 0.9366 -3.8805
H -1.1817 1.3417 -1.0413
H -4.3133 4.3283 -0.5092
H -0.4531 1.0441 -0.6462
H -0.1870 -0.5189 0.1938
H -0.0488 0.8390 0.6742
H 0.1275 0.2802 -0.0499
H 0.1530 0.3053 -0.8609

---

3.
ORCA calculation (wB97M-V/def2-TZVPD) on 3 unconnected molecules or ions with the total composition C2H10O2S2 in a non-equilibrium geometry.

Output
Electronic energy   -28001.130 eV
LUMO level   0.3 eV
Structure (SMILES)   CSSC.O.O
Energy above the lowest of the compared OMol25 structures with the same formula, charge and spin   0.989 eV

Each line ends with the natural charge from an NBO analysis.
Element x y z (Å)
1 C 1.894 0.423 1.262  -0.758
2 S 0.782 0.310 -0.151  0.061
3 S -0.996 -0.713 0.380  0.071
4 C -1.121 -0.352 2.121  -0.749
5 H 1.680 -0.417 1.900  0.228
6 H 1.687 1.406 1.674  0.229
7 H 2.930 0.221 0.979  0.248
8 H -1.536 0.645 2.275  0.219
9 H -0.180 -0.397 2.650  0.223
10 H -1.772 -1.094 2.517  0.236
11 O -1.326 0.984 -2.457  -0.954
12 H -1.501 0.487 -1.651  0.471
13 H -1.268 1.906 -2.213  0.475
14 O 0.452 -1.468 -3.217  -0.936
15 H 0.048 -1.278 -2.360  0.461
16 H 0.229 -0.664 -3.709  0.476

Force components x, y, z for each atom (eV/Å):
C -0.3737 -0.6551 -0.2110
S -0.1869 0.2768 -0.9708
S 1.2233 -0.3112 0.0793
C -0.2240 1.2185 -0.0326
H -0.2165 0.0122 0.7342
H 0.5433 -0.2360 0.5399
H -0.1687 0.5619 -0.3805
H -0.0799 -0.0955 0.0778
H 0.2257 -0.2523 -0.0760
H -0.6048 -0.5539 0.4534
O -0.0324 -0.3634 -0.5889
H -0.2128 0.2664 0.1902
H 0.0453 0.1973 0.2618
O -0.2462 0.3079 0.0024
H 0.2489 -0.1903 -0.1196
H 0.0595 -0.1835 0.0404

---

4.
ORCA calculation (wB97M-V/def2-TZVPD) on 2 unconnected molecules or ions with the total composition CH6O in a non-equilibrium geometry.

Output
Electronic energy   -3181.529 eV
LUMO level   0.9 eV
Structure (SMILES)   C.O
Energy above the lowest of the compared OMol25 structures with the same formula, charge and spin   0.146 eV

Each line ends with the natural charge from an NBO analysis.
Element x y z (Å)
1 C 0.565 0.255 -0.824  -0.866
2 H 0.969 -0.066 -1.795  0.222
3 H 0.332 -0.629 -0.212  0.213
4 H 1.311 0.875 -0.303  0.209
5 H -0.351 0.843 -0.984  0.218
6 O -1.341 -0.430 1.336  -0.935
7 H -0.734 0.333 1.208  0.472
8 H -0.750 -1.180 1.574  0.467

Force components x, y, z for each atom (eV/Å):
C 0.1884 -0.0541 -0.1155
H -0.1187 0.1735 0.3591
H 0.1853 0.3945 -0.5357
H -0.1907 -0.1876 -0.2133
H 0.3127 -0.2730 0.0309
O 0.9522 -0.0155 0.4398
H -0.6881 -0.8965 0.2183
H -0.6410 0.8587 -0.1835

---

5.
ORCA calculation (wB97M-V/def2-TZVPD) on C13H27BN2O4 in the gas phase in a non-equilibrium geometry.

Output
Electronic energy   -25767.649 eV
LUMO level   0.5 eV
Structure (SMILES)   N[C@@](CCCCB(O)O)(CCN1CCCCC1)C(=O)O
Energy above the lowest of the compared OMol25 structures with the same formula, charge and spin   2.131 eV

Each line ends with the natural charge from an NBO analysis.
Element x y z (Å)
1 N -0.622 -0.465 0.721  -0.854
2 C -0.862 -0.888 -0.693  0.001
3 C -1.141 -2.337 -0.742  -0.403
4 C -0.193 -3.203 0.093  -0.406
5 C 1.165 -3.486 -0.661  -0.394
6 C 2.224 -3.939 0.293  -0.770
7 B 2.353 -2.960 1.555  1.126
8 O 2.437 -1.573 1.447  -0.944
9 O 2.253 -3.539 2.812  -0.903
10 C -2.123 -0.037 -1.157  -0.412
11 C -1.707 1.369 -1.564  -0.225
12 N -1.010 2.177 -0.464  -0.497
13 C -1.813 2.600 0.696  -0.235
14 C -0.844 2.862 1.859  -0.403
15 C 0.167 3.932 1.469  -0.405
16 C 0.973 3.575 0.257  -0.423
17 C -0.024 3.201 -0.889  -0.202
18 C 0.446 -0.548 -1.458  0.832
19 O 1.498 -0.472 -0.901  -0.649
20 O 0.239 -0.547 -2.757  -0.660
21 H -0.611 0.521 0.563  0.391
22 H 0.260 -0.839 0.963  0.365
23 H -2.161 -2.323 -0.307  0.222
24 H -1.144 -2.733 -1.734  0.211
25 H -0.664 -4.177 0.243  0.214
26 H 0.017 -2.750 1.144  0.213
27 H 0.988 -4.134 -1.544  0.201
28 H 1.545 -2.540 -1.108  0.191
29 H 3.179 -3.927 -0.216  0.225
30 H 2.069 -4.935 0.578  0.223
31 H 2.240 -1.179 0.557  0.524
32 H 2.244 -2.911 3.581  0.495
33 H -2.581 -0.436 -2.080  0.220
34 H -3.019 -0.080 -0.553  0.232
35 H -2.590 1.957 -1.811  0.181
36 H -1.121 1.343 -2.537  0.215
37 H -2.532 3.398 0.483  0.173
38 H -2.546 1.805 0.973  0.213
39 H -0.276 2.008 2.186  0.211
40 H -1.413 3.141 2.734  0.207
41 H 0.798 4.186 2.330  0.213
42 H -0.482 4.827 1.408  0.198
43 H 1.898 2.962 0.298  0.224
44 H 1.466 4.467 -0.049  0.210
45 H 0.469 2.961 -1.832  0.199
46 H -0.600 4.043 -1.093  0.161
47 H 1.153 -0.378 -3.095  0.494

Force components x, y, z for each atom (eV/Å):
N -1.9635 -1.0360 -1.5027
C -0.2643 2.4856 1.2192
C -0.7225 -0.8768 1.5621
C 1.0052 0.1002 0.3962
C -1.0363 1.5914 -0.5260
C 0.8501 1.1303 0.2806
B -0.5639 0.3109 0.1656
O -0.2128 -0.6089 -0.4415
O 0.2465 1.0393 0.5272
C 1.2242 -0.3829 -1.9096
C 0.1808 2.1147 0.5298
N 0.6252 -1.5066 -1.0495
C -0.1163 -1.6944 -0.1617
C -0.2058 0.3191 -0.1670
C -0.6372 0.2797 1.9338
C -0.2598 0.1163 -1.7406
C 0.3269 -1.4671 1.0804
C -3.2802 -1.0039 1.2863
O 1.5109 0.9595 -0.5388
O 2.0323 0.4899 -1.0890
H 0.7346 0.9822 0.7990
H 1.0189 0.2081 0.7074
H 0.3626 -0.8004 -0.2980
H -0.3260 -0.1564 -0.8915
H -0.0482 0.0553 0.2700
H -0.5459 -0.8411 -1.8410
H 0.0767 -0.0617 0.6348
H -0.4125 -0.8640 0.2633
H 0.4999 -0.0626 -0.2647
H -0.2668 -1.5230 0.7510
H 0.3957 -0.5633 0.8978
H 0.0952 -0.6773 -1.2853
H 0.6520 -0.2632 -0.0648
H 0.4357 0.0197 1.2301
H -0.4908 -0.0946 -0.2928
H -0.2618 0.1595 1.5773
H 0.4969 0.8408 -0.1061
H 0.8842 -0.0004 -0.1785
H -0.1072 -0.9424 -0.3169
H -0.2183 0.4338 0.2697
H 0.1097 -0.3131 -0.1062
H 0.6707 0.0928 -0.9618
H -1.1733 -0.6922 0.7380
H 0.1865 1.2709 -0.5974
H 0.0651 -0.5277 0.1788
H -0.8454 2.1602 -0.4731
H -0.7282 -0.2001 -0.4942

---

6.
ORCA calculation (wB97M-V/def2-TZVPD) on a molecular structure, C6H12O.

Output
Electronic energy   -8457.631 eV
LUMO level   1.0 eV
Energy above the lowest of the compared OMol25 structures with the same formula, charge and spin   6.723 eV

Each line ends with the natural charge from an NBO analysis.
Element x y z (Å)
1 C 2.714 0.705 0.087  -0.620
2 C 1.622 -0.300 -0.239  -0.062
3 O 0.652 -0.264 0.785  -0.540
4 C -0.428 -1.144 0.570  0.058
5 C -1.639 -0.997 1.329  -0.530
6 C -1.686 -0.673 -0.106  -0.300
7 C -1.719 1.196 -0.612  -0.703
8 H 3.177 0.467 1.049  0.216
9 H 2.300 1.716 0.150  0.209
10 H 3.492 0.698 -0.685  0.208
11 H 2.051 -1.312 -0.329  0.162
12 H 1.165 -0.064 -1.216  0.150
13 H -0.078 -2.114 0.186  0.171
14 H -2.054 0.357 0.429  0.429
15 H -2.281 -1.723 1.816  0.217
16 H -2.239 -1.099 -0.940  0.227
17 H -0.742 1.249 -1.094  0.244
18 H -2.537 1.310 -1.330  0.221
19 H -1.770 1.992 0.151  0.244

Force components x, y, z for each atom (eV/Å):
C -0.0252 0.0066 0.0318
C 0.2027 -0.0155 -0.2453
O -0.0441 0.1217 0.1375
C -0.0607 -0.1444 -0.1767
C -0.0590 0.0201 0.1735
C -0.0368 0.0345 -0.2931
C 0.0479 0.0440 -0.1619
H -0.0716 0.0168 -0.1203
H 0.0385 -0.1308 -0.0067
H -0.1462 -0.0306 0.1022
H -0.0900 0.1164 0.0425
H 0.0296 -0.0388 0.1253
H -0.0778 0.1591 0.0629
H 0.0242 0.2691 0.0259
H 0.1915 0.1246 -0.2289
H 0.1225 0.1558 0.1362
H -0.2088 -0.1522 0.2104
H 0.1592 -0.1953 0.2133
H 0.0042 -0.3611 -0.0287